[1]
The molecule C5H12N2 at a distorted geometry, computed with wB97M-V/def2-TZVPD.

E (Ha): -307.1545
Lowest unoccupied orbital energy (eV): 1.021
SMILES string: C=C(N)C[C@@H](C)N
Gap between HOMO and LUMO (eV): 8.84
Highest occupied orbital energy (eV): -7.82

```
19
Properties=species:S:1:pos:R:3:nbo_charge:R:1
C 2.0525 -0.4176 1.5574 -0.550
C 1.3231 0.3751 0.6616 0.207
N 1.9195 1.0215 -0.4125 -0.855
C -0.1763 0.4546 0.7880 -0.463
C -0.9273 0.1731 -0.5903 -0.033
C -1.0252 -1.3410 -0.9233 -0.642
N -2.2620 0.7603 -0.5851 -0.845
H 3.0957 -0.5039 1.3649 0.182
H 1.6095 -1.0714 2.3571 0.210
H 3.0026 0.9432 -0.4763 0.399
H 1.3732 1.1040 -1.3580 0.397
H -0.3266 1.5612 0.8214 0.218
H -0.6157 -0.2514 1.5475 0.234
H -0.4079 0.5352 -1.4663 0.174
H -1.5340 -1.8989 -0.2065 0.201
H -1.7619 -1.5301 -1.6649 0.223
H -0.1190 -1.9830 -1.0816 0.224
H -2.9029 0.3385 0.1523 0.356
H -2.3173 1.7307 -0.4855 0.362
```

=====

[2]
The molecule C5H12N2 at a distorted geometry, computed with wB97M-V/def2-TZVPD.

E (Ha): -307.1451
Lowest unoccupied orbital energy (eV): 0.994
SMILES string: [H]/N=C/NCCCC
Gap between HOMO and LUMO (eV): 10.07
Highest occupied orbital energy (eV): -9.08

```
19
Properties=species:S:1:pos:R:3:nbo_charge:R:1
H -1.4912 1.5841 -3.7656 0.347
N -1.6614 1.4603 -2.7029 -0.685
C -0.6358 1.0300 -2.1077 0.284
N -0.4182 0.6337 -0.7313 -0.664
C 0.9133 -0.0754 -0.6717 -0.213
C 1.1598 -0.4496 0.8458 -0.409
C 0.0593 -1.1892 1.6605 -0.386
C 0.3254 -1.0855 3.1462 -0.607
H 0.1957 0.8238 -2.7081 0.126
H -1.2501 0.3103 -0.1712 0.404
H 1.6805 0.6601 -1.0256 0.206
H 0.9226 -0.9229 -1.3842 0.183
H 2.0157 -1.2221 0.9070 0.209
H 1.2298 0.4330 1.5224 0.212
H -0.9273 -0.6507 1.4286 0.174
H -0.1044 -2.1853 1.2938 0.200
H 1.1406 -1.5595 3.4371 0.198
H 0.5464 0.0167 3.2297 0.193
H -0.3327 -1.3274 4.0364 0.226
```

=====

[3]
The molecule C5H12N2 at a distorted geometry, computed with wB97M-V/def2-TZVPD.

E (Ha): -307.0312
Lowest unoccupied orbital energy (alpha / beta) (eV): -0.727 / 0.241
Gap between HOMO and LUMO (alpha / beta) (eV): 7.32 / 9.02
Highest occupied orbital energy (alpha / beta) (eV): -8.05 / -8.78

```
19
Properties=species:S:1:pos:R:3:nbo_charge:R:1
C 1.8749 1.0669 0.7060 -0.479
C 0.9972 -0.9022 -0.2147 -0.303
N 1.4646 0.3763 -0.4692 -0.273
H 2.8452 0.6851 1.0476 0.212
H 1.1439 0.9181 1.5378 0.180
H 1.9518 2.1373 0.5136 0.204
H 1.4180 -1.4351 0.6475 0.171
H 1.0091 -1.5341 -1.1002 0.199
C -1.6115 -1.2710 -0.7248 -0.620
C -0.8578 1.1990 -0.6093 -0.539
C -0.6523 -0.4717 0.1527 0.174
N -0.9498 -0.3212 1.4223 -0.528
H -0.1748 -0.4480 2.0705 0.330
H -1.3517 -1.1807 -1.7779 0.218
H -1.5535 -2.3150 -0.4117 0.216
H -0.4243 2.0178 -0.0499 0.204
H -1.9395 1.2047 -0.5083 0.195
H -0.5532 1.2072 -1.6502 0.216
H -2.6363 -0.9334 -0.5818 0.222
```

=====

[4]
The molecule C5H12N2 at a distorted geometry, computed with wB97M-V/def2-TZVPD.

E (Ha): -307.1573
Lowest unoccupied orbital energy (eV): 0.944
SMILES string: CC/C(=N/C)NC
Gap between HOMO and LUMO (eV): 9.53
Highest occupied orbital energy (eV): -8.59

```
19
Properties=species:S:1:pos:R:3:nbo_charge:R:1
C 2.2103 -0.1904 1.2597 -0.607
C 1.3706 1.0107 0.6648 -0.446
C 0.1339 0.3863 -0.0293 0.440
N -0.3264 0.9695 -1.0193 -0.451
C -1.6973 0.7584 -1.5294 -0.446
N -0.5581 -0.6450 0.5892 -0.704
C -0.9662 -1.8331 -0.0775 -0.406
H 3.1860 0.2089 1.5339 0.208
H 2.2728 -0.8936 0.4377 0.207
H 1.6407 -0.5115 2.1575 0.206
H 1.9089 1.6260 -0.1297 0.232
H 1.1837 1.7031 1.5112 0.211
H -2.3306 1.6332 -1.5931 0.210
H -1.5908 0.2775 -2.4942 0.202
H -2.2116 -0.0211 -0.9051 0.175
H -0.8911 -0.4884 1.5972 0.394
H -0.9206 -1.6626 -1.1674 0.206
H -0.3541 -2.7955 0.0948 0.175
H -2.0100 -2.1395 0.2389 0.195
```

=====

[5]
The ion C5H12N2 with charge +1 at a distorted geometry, computed with wB97M-V/def2-TZVPD.

2S+1: 2
Charge: +1
E (Ha): -306.8733
Lowest unoccupied orbital energy (alpha / beta) (eV): -4.304 / -6.856
Gap between HOMO and LUMO (alpha / beta) (eV): 7.95 / 5.28
Highest occupied orbital energy (alpha / beta) (eV): -12.25 / -12.14

```
19
Properties=species:S:1:pos:R:3:nbo_charge:R:1
C -1.3577 -1.2545 1.6503 -0.182
C -0.1116 -0.9812 0.7666 -0.491
C -0.3555 0.3338 0.0931 0.020
C 0.4082 0.6821 -1.0015 0.117
N 1.0602 1.8339 -1.2313 -0.439
C 1.4569 2.0466 -2.6223 -0.451
N -1.2276 -2.4968 2.3093 -0.856
H -1.3136 -0.3917 2.3273 0.169
H -2.2933 -1.1429 1.0822 0.193
H 0.8205 -0.9902 1.3554 0.267
H 0.1154 -1.8223 0.0968 0.244
H -0.9430 1.1041 0.5890 0.238
H 0.5867 -0.1111 -1.7382 0.231
H 1.6838 2.2832 -0.5657 0.443
H 2.3838 1.5983 -2.9838 0.239
H 0.5919 1.8398 -3.2469 0.231
H 1.6517 3.1171 -2.7368 0.243
H -0.4957 -3.1860 2.1998 0.392
H -2.0613 -2.9583 2.6343 0.391
```

=====

[6]
A structure of composition C5H12N2 at a distorted geometry, computed with wB97M-V/def2-TZVPD.

Charge: +2
E (Ha): -306.4208
Lowest unoccupied orbital energy (eV): -9.885
Gap between HOMO and LUMO (eV): 11.05
Highest occupied orbital energy (eV): -20.94

```
19
Properties=species:S:1:pos:R:3:nbo_charge:R:1
C 1.5802 -0.0571 -1.2916 0.110
C -0.6526 -0.6784 0.1849 0.729
C -0.5943 -2.1523 0.3137 -0.743
C -1.5857 1.6010 -0.2735 -0.433
C 1.6830 0.7134 0.9708 -0.459
N -1.6162 0.1285 -0.0507 -0.443
N 1.0678 0.1278 -0.1595 -0.257
H 2.5691 0.2451 -1.3912 0.237
H 1.1620 -0.3893 -2.2084 0.256
H -0.3507 -2.4754 1.2505 0.312
H 0.0796 -2.6942 -0.3084 0.317
H -1.6642 -2.4550 0.2670 0.299
H -1.2414 2.0487 0.5700 0.243
H -2.5687 1.8738 -0.6110 0.281
H -0.9726 1.9525 -1.1613 0.268
H 2.7686 0.9980 0.5526 0.278
H 1.9732 0.0727 1.7837 0.277
H 0.8797 1.4321 1.3529 0.250
H -2.5168 -0.2918 0.2096 0.478
```

=====

Energy above the lowest of the compared OMol25 structures with the same formula, charge and spin
In order: 2.0353 2.2923 5.3926 1.9596 2.1194 4.0844
Unit: eV